Entry 1:
# C4H4F2

One molecule with the formula C4H4F2 (ωB97M-V/def2-TZVPD, the OMol25 dataset).

Geometry as XYZ:
```
10
Properties=species:S:1:pos:R:3:mulliken_spin:R:1
C 0.301 -0.739 0.253 0.71
C -0.127 0.638 -0.393 -0.11
C 1.244 -1.319 1.103 0.89
C -1.252 1.238 -0.911 0.38
F -1.100 2.338 -1.570 0.03
F -2.587 1.141 -0.706 0.02
H -0.412 -1.479 -0.193 0.02
H 0.594 1.303 -0.677 0.01
H 1.951 -0.750 1.779 0.01
H 1.388 -2.371 1.314 0.02
```

Calculated values
**Energy**: -354.311265 Eh
**Gap between HOMO and LUMO (alpha / beta)**: 6.8 / 7.7 eV
**Spin multiplicity**: 3
**Relative energy (zero: lowest compared OMol25 entry of this formula, charge and spin)**: 1.5470 eV


Entry 2:
# C3H8NS

A 2-piece molecular cluster, C3H8NS overall (ωB97M-V/def2-TZVPD, the OMol25 dataset).

Geometry as XYZ:
```
13
Properties=species:S:1:pos:R:3:lowdin_charge:R:1
C -1.795 -1.355 -0.159 0.15
C -1.163 -0.234 0.087 -0.13
C -0.010 0.267 -0.590 -0.14
N 0.449 1.410 -0.093 0.08
S 2.481 -0.429 0.181 0.78
H -2.672 -1.539 0.384 0.08
H -1.612 -2.000 -1.024 0.11
H -1.358 0.253 1.023 0.13
H 0.601 -0.203 -1.400 0.13
H -0.212 1.763 0.521 0.10
H 0.799 2.117 -0.769 0.18
H 2.011 0.619 0.371 -0.33
H 2.480 -0.669 1.467 -0.14
```

Calculated values
**Energy**: -571.679524 Eh
**Net charge**: +1
**Gap between HOMO and LUMO**: 7.9 eV
**Spin multiplicity**: 1
**Relative energy (zero: lowest compared OMol25 entry of this formula, charge and spin)**: 2.4678 eV


Entry 3:
# C18H60N12O12

A 12-piece molecular cluster, C18H60N12O12 overall (ωB97M-V/def2-TZVPD, the OMol25 dataset).

Geometry as XYZ:
```
102
Properties=species:S:1:pos:R:3:lowdin_charge:R:1
N 12.133 -8.278 18.676 0.14
C 12.491 -8.533 17.371 -0.68
N 11.616 -9.344 16.699 0.17
O 13.481 -8.032 16.867 0.01
H 11.233 -8.583 18.993 0.09
H 12.779 -7.765 19.240 0.10
H 11.775 -9.523 15.728 0.06
H 10.908 -9.820 17.226 0.10
N 13.553 -9.878 6.817 0.14
C 12.598 -9.207 7.556 -0.67
N 12.466 -9.646 8.849 0.17
O 12.043 -8.203 7.156 0.04
H 13.881 -10.780 7.112 0.08
H 13.562 -9.694 5.830 0.10
H 11.928 -9.046 9.446 0.07
H 13.049 -10.368 9.227 0.05
N 6.728 -6.185 11.525 0.16
C 5.719 -6.799 12.209 -0.66
N 4.824 -7.476 11.400 0.14
O 5.576 -6.797 13.421 0.02
H 6.715 -6.212 10.521 0.09
H 7.598 -5.904 11.969 0.05
H 4.081 -7.991 11.831 0.10
H 4.942 -7.599 10.410 0.09
N 15.143 -11.880 12.260 0.19
C 13.884 -12.202 11.865 -0.65
N 13.591 -12.104 10.544 0.17
O 13.034 -12.609 12.658 -0.01
H 15.800 -11.508 11.591 0.06
H 15.265 -11.830 13.253 0.11
H 12.659 -12.327 10.229 0.07
H 14.377 -11.925 9.941 0.10
N 10.542 -13.592 16.447 0.14
C 9.860 -13.418 15.266 -0.67
N 10.588 -13.046 14.183 0.16
O 8.642 -13.554 15.204 0.02
H 10.022 -14.132 17.116 0.10
H 11.544 -13.650 16.445 0.09
H 11.594 -12.978 14.200 0.07
H 10.200 -12.884 13.273 0.05
N 9.740 -5.264 14.301 0.16
C 9.736 -4.418 13.192 -0.64
N 10.685 -3.440 13.239 0.16
O 8.893 -4.529 12.319 0.03
H 10.411 -5.084 15.029 0.09
H 9.609 -6.234 14.052 0.07
H 11.330 -3.430 14.005 0.09
H 10.774 -2.775 12.494 0.11
C 11.439 -7.820 11.621 -0.05
C 10.556 -9.011 11.975 -0.45
C 11.174 -9.770 13.134 -0.03
O 9.285 -8.517 12.420 -0.07
H 11.087 -7.358 10.693 0.09
H 12.496 -8.105 11.567 0.06
H 11.487 -6.994 12.338 0.08
H 10.418 -9.646 11.095 0.12
H 12.014 -10.358 12.770 0.07
H 10.397 -10.377 13.600 0.08
H 11.544 -9.057 13.872 0.07
H 8.882 -8.079 11.663 0.07
C 10.774 -14.679 10.107 -0.05
C 9.880 -13.457 10.317 -0.46
C 8.817 -13.686 11.374 -0.02
O 10.712 -12.337 10.628 -0.09
H 11.506 -14.774 10.918 0.08
H 11.375 -14.650 9.194 0.08
H 10.198 -15.606 10.058 0.08
H 9.422 -13.293 9.339 0.14
H 8.084 -12.884 11.405 0.07
H 9.304 -13.808 12.344 0.06
H 8.292 -14.609 11.118 0.09
H 11.310 -12.567 11.355 0.03
C 17.656 -8.223 9.248 -0.05
C 16.808 -8.723 10.417 -0.46
C 15.383 -8.272 10.207 -0.06
O 16.810 -10.167 10.396 -0.09
H 18.566 -8.822 9.143 0.08
H 17.923 -7.173 9.339 0.09
H 17.096 -8.393 8.326 0.09
H 17.233 -8.376 11.362 0.14
H 15.381 -7.196 10.033 0.09
H 14.701 -8.486 11.033 0.06
H 14.983 -8.773 9.325 0.07
H 17.733 -10.441 10.365 0.09
C 7.843 -8.077 15.462 -0.15
O 8.091 -9.378 14.920 -0.14
H 7.262 -7.540 14.702 0.05
H 7.142 -8.170 16.291 0.08
H 8.765 -7.560 15.732 0.06
H 8.488 -9.185 14.061 0.01
C 7.469 -10.206 10.423 -0.14
O 6.088 -10.499 10.164 -0.13
H 7.682 -9.148 10.281 0.06
H 7.626 -10.592 11.434 0.08
H 8.102 -10.817 9.780 0.08
H 5.572 -10.238 10.931 0.06
C 14.344 -5.598 12.525 -0.16
O 13.748 -4.424 12.005 -0.12
H 15.431 -5.535 12.486 0.08
H 13.999 -5.927 13.510 0.08
H 13.966 -6.363 11.845 0.04
H 13.652 -3.705 12.631 0.06
```

Calculated values
**Energy**: -2281.954756 Eh
**Structure (SMILES)**: NC(N)=O.NC(N)=O.NC(N)=O.NC(N)=O.NC(N)=O.NC(N)=O.CC(C)O.CC(C)O.CC(C)O.CO.CO.CO
**Gap between HOMO and LUMO**: 9.2 eV
**Spin multiplicity**: 1
**Relative energy (zero: lowest compared OMol25 entry of this formula, charge and spin)**: 0.0737 eV